# C3H5BrN2O

2 unconnected molecules or ions with the total composition C3H5BrN2O (ωB97M-V/def2-TZVPD, the Open Molecules 2025 dataset).

Properties
Gap between HOMO and LUMO (Ha): 0.2886
LUMO (eV): 0.00
E (eV): -78257.9018
Energy above the lowest of the compared OMol25 structures with the same formula, charge and spin (kcal per mole): 75.51
Charge: 0

Geometry as XYZ:
```
12
C3H5BrN2O ωB97M-V/def2-TZVPD
C -1.726 -0.228 -1.585
C 2.280 0.323 0.872
C -2.386 -0.889 -0.744
N 1.228 0.656 0.192
N 0.026 0.825 0.654
O -1.072 0.275 -2.394
Br -1.640 -2.395 0.144
H 3.192 0.504 0.334
H 2.098 -0.182 1.810
H -3.211 -0.362 -0.156
H 1.317 0.846 -0.800
H -0.107 0.627 1.673
```